This record from the OMol25 dataset describes 9 unconnected molecules or ions with the total composition C23H58Br4Cl6N4O4 in a non-equilibrium geometry. The level of theory is ωB97M-V/def2-TZVPD.

The geometry in XYZ format:
```
99
Properties=species:S:1:pos:R:3:forces:R:3
Br -3.040288 0.454181 1.142842 0.32 0.54 0.49
C -1.945528 1.908531 1.877902 0.08 -0.40 2.11
C -1.203318 1.453971 3.196112 0.56 1.08 -1.29
Br -0.619628 3.127101 4.103032 -0.19 -0.23 -0.13
H -2.612378 2.701961 2.215362 -0.14 -0.07 -0.64
H -1.225508 2.260291 1.139032 -0.26 -0.15 0.00
H -0.233058 1.044801 2.914562 -0.38 -0.58 0.29
H -1.746768 0.902591 3.963412 -0.06 -0.06 -0.57
Br 4.267202 -1.670969 -1.785388 0.72 0.10 -0.29
C 5.467512 -0.115189 -1.866688 -0.21 0.41 0.26
C 4.755492 1.000321 -1.157838 -1.59 1.23 -0.43
Br 3.406412 1.906171 -2.451168 0.86 -0.65 0.77
H 5.682842 0.135971 -2.905268 -0.09 -0.26 0.12
H 6.397522 -0.315129 -1.334518 -0.12 -0.40 -0.03
H 5.277102 1.890671 -0.806688 0.56 -0.47 -0.27
H 4.145792 0.640371 -0.329098 0.05 0.06 -0.18
C -6.865298 -3.123439 3.197522 0.22 -0.62 0.69
C -5.555158 -3.630609 2.544512 -0.75 0.38 0.45
C -5.211578 -2.709649 1.417482 -0.36 0.46 -0.85
O -4.105298 -3.134719 0.717062 2.46 -0.93 -0.71
C -3.815918 -2.444899 -0.514848 -0.81 0.01 1.30
N -4.459048 -3.649409 3.515642 -0.18 -0.21 -0.06
H -6.829108 -2.059389 3.431172 0.00 0.08 -0.36
H -7.018448 -3.596539 4.167482 0.36 -0.17 0.19
H -7.783888 -3.405519 2.683002 0.19 0.32 -0.58
H -5.712538 -4.636689 2.155762 -0.19 -0.09 -0.30
H -4.946808 -1.717119 1.782002 -0.74 0.41 0.31
H -6.018698 -2.720269 0.684992 -0.70 0.55 0.25
H -2.736758 -2.432319 -0.667678 -0.18 -0.62 -0.39
H -4.067448 -1.386849 -0.441608 -0.29 0.16 0.14
H -4.467448 -2.881069 -1.272048 0.57 -0.04 -0.41
H -4.508618 -4.560239 3.949262 0.06 -0.05 0.57
H -3.604558 -3.707619 2.980332 0.23 0.19 -0.10
C 0.137072 0.243811 -3.500068 0.37 -1.31 -0.04
C -0.261408 -0.437999 -2.191798 0.18 2.87 0.38
C 0.783772 -0.105949 -1.083678 0.31 -1.70 -0.52
O 0.356912 -0.598289 0.189852 -0.21 0.20 0.24
C 1.432592 -0.777479 1.087432 0.08 -0.56 -0.06
N -1.539268 0.170111 -1.832968 -0.56 -1.09 1.42
H 1.083402 -0.207489 -3.798168 -0.01 0.37 -0.48
H 0.196792 1.331641 -3.465828 0.17 -0.21 0.34
H -0.648068 0.000781 -4.216018 0.17 -0.08 -0.30
H -0.397408 -1.511349 -2.324138 0.22 -0.05 0.08
H 1.061592 0.946791 -1.032028 -0.39 0.24 -0.02
H 1.695612 -0.659189 -1.308538 0.26 0.10 -0.30
H 1.063822 -1.110759 2.057502 -0.28 0.54 0.11
H 2.078372 0.097031 1.166872 -0.17 0.42 0.17
H 2.095372 -1.598579 0.814252 0.07 -0.18 -0.59
H -1.575458 1.176031 -1.916168 0.66 0.36 -0.75
H -1.496948 0.135201 -0.824458 -0.86 -0.49 0.42
C 4.774112 -1.021609 2.735362 0.69 -1.07 -0.44
C 5.590512 0.202411 3.157752 -0.84 -1.40 0.98
C 7.085482 -0.021089 3.024242 0.18 -0.87 -0.98
O 7.517482 -1.120969 3.830862 -1.32 1.78 0.61
C 8.747582 -1.714439 3.508142 -0.89 0.60 -0.58
N 5.097082 1.359711 2.426222 1.08 -0.01 0.24
H 4.202522 -1.500229 3.530542 -0.17 0.38 0.03
H 5.450682 -1.810239 2.406092 0.18 -0.14 0.03
H 4.149112 -0.869959 1.855312 -0.19 0.40 0.13
H 5.433612 0.279181 4.233662 -0.16 0.37 0.32
H 7.645502 0.896021 3.206982 0.19 0.09 0.29
H 7.227252 -0.290889 1.977722 0.38 0.02 -0.44
H 8.935342 -2.301979 4.406822 0.57 -0.45 -0.66
H 9.536432 -0.999609 3.273962 0.21 0.27 0.49
H 8.545412 -2.202749 2.554842 0.57 -1.03 0.11
H 5.460532 2.129511 2.969742 -0.40 0.77 -0.33
H 4.088842 1.347821 2.484592 -0.09 0.27 0.11
C -2.191008 3.471421 -3.768478 -1.19 0.98 -0.83
C -1.806828 4.054861 -2.391428 -0.80 0.38 -1.44
C -2.998218 4.449201 -1.398158 1.80 -1.03 -0.08
O -2.452078 5.034041 -0.201458 -1.88 1.20 0.24
C -3.582548 5.700171 0.478342 1.52 -0.19 0.95
N -0.907238 3.074051 -1.870318 0.84 -0.45 2.26
H -1.362548 3.404281 -4.473628 0.68 -0.56 0.64
H -2.792878 4.111471 -4.413618 -0.62 0.52 0.53
H -2.753248 2.537801 -3.750238 0.30 -0.18 0.35
H -1.131908 4.887061 -2.591498 -0.92 1.09 0.00
H -3.510158 3.586741 -0.971328 -0.23 -0.61 -0.89
H -3.734118 5.096201 -1.875598 0.20 0.18 -0.20
H -4.433268 5.086891 0.775442 -0.31 -0.62 -1.29
H -3.847838 6.629821 -0.025118 -0.20 -0.24 -0.18
H -3.312578 5.936531 1.507592 1.00 0.44 -0.16
H -0.502878 3.529641 -1.064698 -0.04 -0.26 0.99
H -0.062858 3.034101 -2.423078 -0.11 -0.19 -0.77
C 2.298302 -2.183769 -6.980298 -0.13 -1.41 0.26
Cl 0.659422 -2.858419 -6.930018 -0.58 0.21 0.11
Cl 2.522912 -0.752519 -6.006848 0.00 0.43 -0.32
H 2.866442 -2.965579 -6.476218 0.35 0.24 -0.52
H 2.499892 -2.101789 -8.048348 0.45 0.51 0.41
C -3.953878 -0.376709 -3.495618 0.28 1.12 0.43
Cl -3.745018 -2.052909 -3.859778 -0.16 -0.80 -0.48
Cl -5.325388 0.445971 -4.310168 0.24 -0.37 0.07
H -4.082368 -0.275109 -2.417988 -0.07 0.07 -0.32
H -3.025978 0.121561 -3.776398 -0.42 0.03 0.03
C -0.881388 -3.110239 2.553902 0.02 0.20 -1.08
Cl -1.053848 -2.384659 4.148542 0.12 -0.26 -0.08
Cl 0.578412 -4.150419 2.335892 -0.69 0.43 0.29
H -1.773528 -3.657819 2.250052 0.24 -0.32 0.49
H -0.822808 -2.306429 1.820032 0.33 0.05 0.17
```
Positions in Å, forces in eV/Å.

Values from the calculation:
Largest force on an atom in eV/Å: 2.9
Structure (SMILES): COC[C@H](C)N.COC[C@H](C)N.COC[C@H](C)N.COC[C@H](C)N.BrCCBr.BrCCBr.ClCCl.ClCCl.ClCCl
Calculated total energy in hartree: -14488.1439
Total charge: 0

---

This record from the OMol25 dataset describes 9 unconnected molecules or ions with the total composition C23H58Cl2F3NO10PS8 in a non-equilibrium geometry. The level of theory is ωB97M-V/def2-TZVPD.

The geometry in XYZ format:
```
106
Properties=species:S:1:pos:R:3:forces:R:3
C -2.368011 5.287113 -3.018528 0.02 -0.65 1.23
C -1.026168 5.282093 -2.139298 0.33 0.72 -2.48
Cl -1.196376 4.757510 -0.429011 0.08 0.49 -1.46
C 0.194816 5.665104 -2.671751 0.78 -0.72 2.16
Cl 0.184103 6.235241 -4.435868 -0.18 -0.44 1.09
C 1.630759 5.689848 -1.984520 -2.37 -1.69 0.44
C 1.546091 6.420495 -0.536774 -0.62 -0.34 -1.02
C 2.592806 7.610299 -0.359619 0.27 -0.19 0.07
C 3.685061 7.756524 -1.486624 0.33 0.70 0.09
F 4.565669 8.805128 -1.059624 -1.04 -1.41 -0.74
F 4.519626 6.648643 -1.648411 -1.75 2.24 -0.07
F 3.185165 8.225236 -2.720080 1.22 -1.27 2.33
P 2.258416 3.911052 -1.759145 0.87 2.12 -0.04
N 3.459299 3.783808 -0.717179 -0.96 0.09 -0.42
O 2.842338 3.447541 -3.310752 -1.22 -0.28 1.97
O 1.065955 2.797369 -1.325406 0.99 0.35 -1.05
H -3.091486 4.518330 -2.573564 0.96 1.18 -0.39
H -2.853704 6.314984 -2.984654 0.57 -1.25 -0.16
H -2.186118 4.961295 -4.085823 0.09 0.64 1.28
H 1.623184 5.654593 0.294557 0.06 1.20 -0.72
H 0.505626 6.897025 -0.474616 1.45 -0.69 0.09
H 2.034642 8.600163 -0.313052 0.87 -1.10 -0.24
H 3.162121 7.508470 0.629090 -0.62 0.12 -1.42
H 3.640284 4.703612 -0.304171 0.10 -0.47 -0.24
H 3.630025 2.894188 -3.142564 -0.50 0.40 0.16
H 1.079250 2.681453 -0.358242 0.35 0.32 -0.53
C 0.758133 4.888055 5.169575 0.06 0.02 0.03
S 0.493970 4.201665 3.521739 0.05 0.13 -0.22
O 1.480513 4.848038 2.605209 -0.28 -0.04 0.39
C -1.102695 4.992368 3.244430 0.07 -0.04 -0.21
H 1.730226 4.553108 5.531573 -0.06 0.01 -0.08
H 0.744461 5.977910 5.125582 -0.05 -0.05 -0.08
H -0.020741 4.529515 5.844312 0.01 0.02 -0.04
H -1.000712 6.074872 3.321321 0.12 -0.27 0.09
H -1.821657 4.629864 3.980856 0.07 0.04 0.03
H -1.450799 4.732874 2.243224 0.14 -0.09 0.08
C -5.075302 1.972643 -2.801747 0.06 0.01 -0.14
S -4.916093 1.889726 -1.005506 0.18 0.08 0.14
O -3.891609 2.898676 -0.600261 -0.37 -0.31 -0.16
C -4.125376 0.269049 -0.960350 -0.08 0.30 -0.03
H -5.517585 2.934401 -3.063797 0.03 -0.03 0.12
H -4.092068 1.886923 -3.267446 0.01 0.00 0.10
H -5.727357 1.168706 -3.147766 0.01 0.00 0.07
H -3.203715 0.288362 -1.539035 -0.13 0.09 0.03
H -4.806192 -0.480906 -1.364528 0.05 0.04 0.00
H -3.896248 0.026134 0.077713 -0.06 0.12 -0.05
C -1.428623 -3.058404 0.332938 -0.10 -0.10 0.06
S -1.256146 -2.212443 -1.251769 -0.03 -0.01 -0.16
O -2.634566 -1.906301 -1.747704 0.36 -0.52 0.10
C -0.657420 -3.645496 -2.168137 -0.03 -0.04 0.07
H -1.831483 -2.350849 1.058145 0.05 0.04 -0.12
H -2.111946 -3.903488 0.232518 0.01 0.04 -0.08
H -0.450058 -3.403366 0.670218 -0.01 0.06 -0.06
H -1.388808 -4.454403 -2.113985 -0.04 0.07 0.06
H 0.296227 -3.973381 -1.752529 -0.02 0.03 -0.07
H -0.515443 -3.354518 -3.209381 0.00 0.11 0.12
C -4.302513 8.779618 3.037158 -0.10 0.07 0.09
S -2.590632 8.210668 2.992733 0.02 -0.07 0.05
O -2.311278 7.536125 4.296663 -0.24 0.55 -0.09
C -1.842282 9.850953 3.063989 0.00 0.13 0.10
H -4.954695 7.906074 3.039576 0.15 -0.01 -0.03
H -4.477688 9.365597 3.941065 0.09 -0.04 0.00
H -4.509393 9.382450 2.151503 0.06 -0.06 0.00
H -2.169331 10.370963 3.966395 -0.04 -0.09 0.00
H -2.127083 10.420170 2.177715 0.01 -0.08 -0.01
H -0.758235 9.734137 3.085163 -0.10 -0.12 -0.05
C 0.354814 -6.841567 -5.052814 0.07 0.04 -0.11
S 0.516053 -6.925414 -3.256828 0.20 0.03 0.08
O 1.543531 -5.919075 -2.852307 -0.20 -0.31 -0.20
C 1.300909 -8.548279 -3.210960 0.18 0.00 -0.09
H -0.085090 -5.878731 -5.314125 0.02 -0.04 0.11
H 1.336936 -6.929957 -5.520032 0.01 0.01 0.09
H -0.300068 -7.643426 -5.398039 0.00 0.02 0.07
H 2.225120 -8.531187 -3.792103 -0.04 0.16 -0.01
H 0.617064 -9.295671 -3.613913 -0.03 0.06 0.14
H 1.529348 -8.792453 -2.173815 -0.17 0.05 -0.07
C 1.572912 8.890746 9.177322 0.12 0.06 0.09
S 1.146480 7.909508 7.723136 0.05 -0.28 -0.05
O 1.773054 6.564740 7.892621 -0.07 0.47 0.04
C 2.165258 8.838356 6.558978 0.12 0.03 -0.03
H 1.069671 8.459038 10.042754 -0.01 -0.05 -0.13
H 2.652086 8.870231 9.337996 -0.02 -0.05 -0.06
H 1.232603 9.918083 9.036839 -0.02 -0.05 -0.04
H 3.208104 8.821027 6.880190 -0.06 -0.07 0.04
H 1.806424 9.867421 6.501145 -0.05 -0.05 0.02
H 2.080484 8.370545 5.577373 -0.06 -0.05 0.12
C -1.521613 -11.680556 -3.784207 0.06 0.06 -0.10
S -1.359680 -11.763550 -1.988083 0.12 0.01 0.09
O -0.332883 -10.754885 -1.584427 -0.16 -0.30 -0.24
C -0.570710 -13.384354 -1.941132 0.03 0.05 0.02
H -1.963605 -10.718473 -4.045744 0.00 -0.05 0.11
H -0.539216 -11.767503 -4.251924 0.01 -0.02 0.08
H -2.174921 -12.483467 -4.129045 0.01 0.03 0.06
H 0.352978 -13.366349 -2.521634 -0.04 0.06 0.03
H -1.252997 -14.134381 -2.344222 -0.01 0.05 0.03
H -0.340747 -13.627372 -0.903732 -0.02 0.05 -0.09
C 3.773211 -16.902066 -0.965997 0.00 -0.08 -0.10
S 2.951289 -15.396943 -0.404180 -0.17 0.00 -0.01
O 1.486549 -15.572252 -0.641742 0.38 0.02 -0.09
C 3.587185 -14.331134 -1.713927 -0.02 0.03 -0.12
H 3.482983 -17.719125 -0.305230 -0.04 0.13 0.02
H 3.467104 -17.135444 -1.987013 -0.05 0.07 0.04
H 4.854869 -16.766256 -0.918828 -0.05 0.05 0.04
H 3.292582 -14.722997 -2.689135 -0.03 -0.06 0.07
H 4.674655 -14.276355 -1.643535 -0.05 -0.01 0.05
H 3.166141 -13.333678 -1.581429 -0.01 -0.10 0.10
```
Positions in Å, forces in eV/Å.

Values from the calculation:
Largest force on an atom in eV/Å: 2.9
Calculated total energy in hartree: -6464.8745
Total charge: -1